(1)
The following is a quantum chemistry calculation of 5 unconnected molecules or ions with the total composition C29H63BN4O11S2, from the OMol25 dataset.

The value obtained for the gap between HOMO and LUMO is 0.292 Ha. Its structure (SMILES) is CCC[C@]1(B(N)O)[C@H](CN)[C@H](CCCS(=O)(=O)O)[C@](CN)(c2ccccn2)OS1(=O)=O.CC(C)O.CC(C)O.CC(C)O.CC(C)O.

Positions of all 110 atoms, in Å:
S: -0.905 -1.019 -1.004
S: 1.273 2.739 4.558
O: 4.444 2.657 -5.329
O: 0.551 1.652 5.652
O: -4.412 1.576 4.261
O: 2.126 5.110 -3.098
O: 0.203 3.617 3.818
O: 2.455 -0.099 -3.567
O: -2.067 -1.669 -1.858
O: -1.076 -1.687 0.553
O: -2.698 -5.420 -1.237
O: 2.244 3.648 5.368
O: -1.386 0.486 -0.936
N: -1.540 -2.362 3.286
N: -2.350 0.250 1.926
N: 1.120 1.561 -2.201
N: 1.349 -4.036 0.218
C: -1.773 -3.259 4.425
C: 3.780 3.378 -6.364
C: -4.050 -5.493 -1.681
C: -0.560 -4.099 5.086
C: 0.495 6.869 -3.252
C: -3.976 1.335 5.596
C: 2.386 3.762 -5.896
C: 0.121 -3.754 -2.753
C: -0.119 -2.271 2.780
C: 2.278 0.205 3.382
C: -4.323 -4.358 -2.655
C: -4.980 -5.428 -0.480
C: 0.939 -2.373 -2.907
C: -5.023 1.853 6.569
C: 1.283 -0.668 0.933
C: -0.871 0.175 2.214
C: 1.203 -3.070 3.284
C: 1.823 -1.478 -0.435
C: 0.799 -1.240 -1.737
C: 1.689 6.372 -1.100
C: -0.107 -1.151 1.533
C: 2.329 -2.988 -0.205
C: 2.288 1.872 3.247
C: -0.765 -4.006 -4.109
C: 2.568 -0.373 1.892
C: 3.727 2.522 -7.620
C: 1.003 -4.110 4.578
C: 1.797 6.410 -2.616
C: -2.632 2.010 5.817
B: 1.416 0.125 -2.496
H: 1.259 -4.831 -0.485
H: -0.553 -3.842 -1.779
H: 1.855 4.332 -6.664
H: 1.879 2.111 2.156
H: -5.989 1.367 6.390
H: -2.865 -3.350 4.895
H: 1.823 -4.540 1.029
H: 3.415 2.254 3.286
H: -4.839 -4.492 0.074
H: 1.870 -4.745 5.046
H: -2.939 -0.195 2.668
H: -1.892 1.636 5.102
H: 0.222 7.873 -2.913
H: 2.261 -2.971 2.798
H: 1.997 2.139 -2.370
H: 3.236 3.055 -8.440
H: -4.176 -6.455 -2.191
H: 3.340 -1.280 1.984
H: -5.182 2.929 6.437
H: -1.654 -4.756 -3.893
H: -4.764 -6.243 0.219
H: 3.215 0.467 1.338
H: -0.109 -4.437 -4.986
H: -0.769 0.154 3.404
H: 0.909 -4.643 -2.688
H: -2.675 1.212 1.683
H: 2.439 4.368 -4.985
H: -2.706 3.092 5.659
H: 1.062 0.422 0.475
H: 0.913 5.668 -0.779
H: 3.201 -2.961 0.611
H: 2.817 -0.864 -0.700
H: -1.276 -2.994 -4.483
H: 0.865 1.770 -1.214
H: -4.511 2.536 4.146
H: -2.578 -4.569 -0.782
H: -5.351 -4.397 -3.028
H: -4.725 1.668 7.606
H: -2.262 1.830 6.831
H: -3.638 -4.411 -3.509
H: 2.630 6.028 -0.656
H: 0.348 2.177 6.483
H: -0.815 -4.775 6.028
H: -6.028 -5.498 -0.787
H: -0.401 1.195 1.881
H: 0.567 -1.856 -3.917
H: 3.189 -0.037 4.109
H: -3.868 0.251 5.715
H: -4.159 -3.385 -2.179
H: 3.314 -0.407 -3.156
H: 4.365 4.283 -6.560
H: 3.185 1.588 -7.434
H: 1.796 2.872 -5.650
H: 2.608 7.084 -2.910
H: 4.737 2.243 -7.938
H: 1.452 7.361 -0.696
H: 2.083 -2.644 -3.113
H: 2.872 -3.398 -1.187
H: 1.411 4.505 -2.842
H: 1.319 -0.185 3.921
H: 3.932 1.852 -5.148
H: -0.324 6.183 -3.008
H: 0.583 6.880 -4.344

Results of the Löwdin charge analysis, in e, for atoms 1 through 99:
1. S 0.9061
2. S 0.7967
3. O -0.0631
4. O -0.2370
5. O -0.0626
6. O -0.0879
7. O -0.3838
8. O 0.0008
9. O -0.3524
10. O -0.2281
11. O -0.0701
12. O -0.3908
13. O -0.3484
14. N 0.0589
15. N -0.0055
16. N 0.1586
17. N -0.0126
18. C -0.0838
19. C -0.4965
20. C -0.4965
21. C -0.0615
22. C -0.0609
23. C -0.4997
24. C -0.0605
25. C -0.2524
26. C -0.0812
27. C -0.1987
28. C -0.0582
29. C -0.0660
30. C -0.1714
31. C -0.0669
32. C -0.1850
33. C -0.1900
34. C 0.0011
35. C -0.1778
36. C -0.2759
37. C -0.0641
38. C -0.3245
39. C -0.2365
40. C -0.2161
41. C -0.1273
42. C -0.1681
43. C -0.0698
44. C -0.0134
45. C -0.4921
46. C -0.0675
47. B -0.4371
48. H 0.0792
49. H 0.0959
50. H 0.0821
51. H 0.1167
52. H 0.0808
53. H 0.1188
54. H 0.0744
55. H 0.1388
56. H 0.0840
57. H 0.0907
58. H 0.0659
59. H 0.0506
60. H 0.0809
61. H 0.0717
62. H 0.0998
63. H 0.0783
64. H 0.1374
65. H 0.1108
66. H 0.0821
67. H 0.0649
68. H 0.0773
69. H 0.1340
70. H 0.0834
71. H 0.1106
72. H 0.1110
73. H 0.0868
74. H 0.0484
75. H 0.0916
76. H 0.1318
77. H 0.0812
78. H 0.1167
79. H 0.1537
80. H 0.0962
81. H 0.0632
82. H 0.0967
83. H 0.0826
84. H 0.0808
85. H 0.0794
86. H 0.0803
87. H 0.0551
88. H 0.0789
89. H 0.1104
90. H 0.0847
91. H 0.0785
92. H 0.1213
93. H 0.1345
94. H 0.1352
95. H 0.1376
96. H 0.0765
97. H 0.1132
98. H 0.1391
99. H 0.0801

***

(2)
The following is a quantum chemistry calculation of 5 unconnected molecules or ions with the total composition C29H65N7O5, from the OMol25 dataset.

The value obtained for the gap between HOMO and LUMO is 0.299 Ha. Its structure (SMILES) is CC1(C)CCCC(C)(C)N1O.CC1(C)CCCC(C)(C)N1O.CC1(C)CCCC(C)(C)N1O.NC(N)=O.NC(N)=O.

Positions of all 106 atoms, in Å:
O: -0.287 0.787 3.264
O: -2.327 -6.001 -2.692
O: 3.929 1.286 -1.710
O: -5.830 -1.110 -4.025
O: -1.915 0.349 -1.440
N: 4.064 2.658 -2.009
N: -1.211 -5.788 -1.814
N: -3.604 -1.479 -3.710
N: -0.499 0.566 0.351
N: -4.645 0.185 -2.566
N: -1.183 1.843 3.552
N: -2.497 1.629 0.377
C: 0.261 -5.219 0.603
C: 5.182 2.196 -4.122
C: -0.442 3.011 4.013
C: -1.924 0.580 5.716
C: 1.981 2.798 -3.433
C: 0.556 2.744 5.198
C: -1.039 -8.175 -1.487
C: -0.975 -4.380 -1.493
C: 2.795 3.350 -2.221
C: 1.933 3.091 -0.973
C: -1.239 -6.837 -0.780
C: 6.539 2.437 -2.082
C: 3.025 4.864 -2.477
C: -1.419 4.152 4.384
C: 5.427 4.457 -3.046
C: 5.259 2.934 -2.791
C: -0.042 -6.662 0.189
C: -1.647 0.781 -0.319
C: -2.498 -6.801 0.144
C: -0.657 -3.623 -2.784
C: -2.106 -3.697 -0.752
C: 4.137 5.078 -3.541
C: -4.772 -0.846 -3.439
C: -2.280 1.283 4.382
C: 0.349 -4.415 -0.707
C: 0.348 3.584 2.816
C: -2.579 3.675 5.263
C: -3.243 2.417 4.680
C: -2.994 0.219 3.526
H: -0.093 -7.369 1.019
H: 0.898 4.465 3.143
H: -2.238 1.844 1.325
H: 6.301 2.321 -1.021
H: -3.323 4.425 5.530
H: -1.457 -3.680 -3.524
H: -4.110 2.137 5.278
H: 1.023 2.895 2.308
H: -0.912 -9.003 -0.790
H: -3.376 1.820 -0.066
H: -2.739 -7.801 0.506
H: 6.243 4.539 -3.763
H: 0.222 0.598 4.067
H: -0.858 4.906 4.937
H: -2.173 3.401 6.248
H: -3.510 -2.259 -4.326
H: -0.489 -4.923 1.344
H: -1.208 -0.246 5.705
H: 1.523 2.084 -0.857
H: 7.025 1.525 -2.417
H: -2.330 -6.031 0.889
H: 6.097 2.367 -4.703
H: 3.756 4.664 -4.476
H: -3.963 -0.102 3.933
H: 2.470 3.185 -0.024
H: -0.221 -8.222 -2.207
H: -1.935 -8.290 -2.101
H: 0.903 2.750 -3.260
H: 0.225 -3.986 -3.321
H: 2.078 3.433 -4.314
H: 3.808 1.281 -0.755
H: 4.222 6.156 -3.692
H: 1.179 1.866 5.050
H: -0.394 -2.579 -2.607
H: -2.456 -0.728 3.542
H: 2.260 1.766 -3.643
H: -0.053 2.758 6.102
H: 3.450 5.309 -1.574
H: -0.392 3.873 2.066
H: 1.052 3.731 -1.055
H: -1.558 1.262 6.483
H: 7.274 3.246 -2.065
H: 5.348 1.120 -3.981
H: 1.188 -5.075 1.162
H: -2.175 -4.028 0.285
H: 4.291 2.237 -4.745
H: 5.730 4.972 -2.131
H: -1.989 -2.610 -0.733
H: -3.719 0.178 -2.152
H: -2.804 -0.966 -3.374
H: -3.690 2.902 3.800
H: 1.213 3.601 5.346
H: 2.082 5.315 -2.776
H: -5.346 0.798 -2.211
H: 1.203 -4.833 -1.234
H: -1.946 4.609 3.544
H: -3.363 0.553 2.560
H: -3.400 -6.551 -0.421
H: -2.839 0.108 6.074
H: -0.375 0.941 1.276
H: 0.053 -0.255 0.161
H: 0.850 -6.995 -0.357
H: -1.864 -6.039 -3.536
H: 0.486 -3.398 -0.325
H: -3.084 -3.891 -1.194

Results of the Löwdin charge analysis, in e, for atoms 1 through 99:
1. O -0.0536
2. O -0.0215
3. O -0.0026
4. O -0.0130
5. O -0.0056
6. N -0.1281
7. N -0.0974
8. N 0.1615
9. N 0.1832
10. N 0.1534
11. N -0.0835
12. N 0.1649
13. C -0.1861
14. C -0.0471
15. C -0.4968
16. C -0.0235
17. C -0.0290
18. C -0.0030
19. C -0.0438
20. C -0.5178
21. C -0.4909
22. C -0.0522
23. C -0.5007
24. C -0.0263
25. C -0.1196
26. C -0.1288
27. C -0.1370
28. C -0.5052
29. C -0.1553
30. C -0.6358
31. C -0.0158
32. C -0.0394
33. C -0.0163
34. C -0.1802
35. C -0.6845
36. C -0.4939
37. C -0.1267
38. C -0.0357
39. C -0.1883
40. C -0.1409
41. C -0.0374
42. H 0.1203
43. H 0.0880
44. H 0.0556
45. H 0.0811
46. H 0.1147
47. H 0.0671
48. H 0.1261
49. H 0.0725
50. H 0.0847
51. H 0.0990
52. H 0.0823
53. H 0.1183
54. H 0.0865
55. H 0.1243
56. H 0.0960
57. H 0.0986
58. H 0.0960
59. H 0.0848
60. H 0.0605
61. H 0.0795
62. H 0.0594
63. H 0.0882
64. H 0.0983
65. H 0.0889
66. H 0.0784
67. H 0.0851
68. H 0.0777
69. H 0.0780
70. H 0.0852
71. H 0.0681
72. H 0.0965
73. H 0.1093
74. H 0.0781
75. H 0.0833
76. H 0.0867
77. H 0.0798
78. H 0.0672
79. H 0.1167
80. H 0.0814
81. H 0.0872
82. H 0.0668
83. H 0.0738
84. H 0.0802
85. H 0.1077
86. H 0.0626
87. H 0.0728
88. H 0.1197
89. H 0.0749
90. H 0.0359
91. H 0.0763
92. H 0.1236
93. H 0.0870
94. H 0.1198
95. H 0.0976
96. H 0.1249
97. H 0.1209
98. H 0.0670
99. H 0.0805

***

Which value of gap between HOMO and LUMO does entry 1 give? 0.292 Ha